(1)
ORCA calculation (wB97M-V/def2-TZVPD) on a molecular structure, C22H35F4N8Pb.

- multiplicity = 1
- charge = +1
- energy above the lowest of the compared OMol25 structures with the same formula, charge and spin (kJ/mol) = 2.5

Cartesian coordinates (Å):
Pb: 1.07 -0.84 -1.03
C: 0.67 2.09 -2.70
N: 1.14 0.73 -3.01
C: 0.42 0.20 -4.17
C: 2.60 0.72 -3.27
C: 3.40 1.17 -2.07
N: 3.04 0.38 -0.90
C: 3.79 0.50 0.23
C: 3.56 -0.36 1.31
F: 2.58 -1.31 1.15
C: 4.23 -0.33 2.51
F: 3.89 -1.21 3.46
C: 5.22 0.60 2.74
C: 5.48 1.48 1.70
F: 6.42 2.42 1.86
C: 4.80 1.45 0.50
F: 5.13 2.39 -0.41
H: 0.94 2.78 -3.50
H: 1.10 2.44 -1.76
H: -0.42 2.07 -2.60
H: 0.59 0.81 -5.06
H: -0.65 0.18 -3.96
H: 0.76 -0.82 -4.38
H: 2.83 1.36 -4.13
H: 2.87 -0.30 -3.54
H: 3.27 2.24 -1.91
H: 4.45 1.02 -2.33
H: 5.76 0.64 3.67
C: -4.25 -3.18 -0.06
N: -3.24 -3.04 0.98
C: -3.42 -3.88 2.16
C: -2.11 -3.69 2.89
N: -1.20 -3.49 1.77
C: 0.17 -3.14 2.01
C: -1.89 -2.92 0.72
N: -1.25 -2.36 -0.25
C: -1.90 -1.67 -1.33
C: -2.21 -0.21 -1.00
N: -1.03 0.48 -0.46
C: -1.24 1.59 0.20
N: -0.30 2.17 1.00
C: 0.79 1.40 1.54
C: -0.95 3.14 1.87
C: -2.14 3.55 1.03
N: -2.41 2.33 0.25
C: -3.26 2.54 -0.91
H: -5.16 -3.56 0.40
H: -3.95 -3.88 -0.84
H: -4.50 -2.22 -0.52
H: -3.56 -4.93 1.87
H: -4.29 -3.56 2.74
H: -1.82 -4.56 3.48
H: -2.14 -2.81 3.54
H: 0.54 -3.71 2.86
H: 0.29 -2.07 2.24
H: 0.78 -3.38 1.15
H: -2.82 -2.13 -1.70
H: -1.22 -1.70 -2.20
H: -3.02 -0.19 -0.26
H: -2.57 0.26 -1.92
H: 1.57 1.26 0.79
H: 0.46 0.42 1.91
H: 1.24 1.95 2.37
H: -0.29 3.97 2.11
H: -1.27 2.67 2.81
H: -1.87 4.37 0.35
H: -3.01 3.84 1.61
H: -3.92 3.38 -0.68
H: -3.89 1.68 -1.12
H: -2.68 2.80 -1.80

These are the natural (NBO) partial charges, in e, on atoms 1 to 6: Pb 1.50; C -0.42; N -0.53; C -0.42; C -0.23; C -0.24


(2)
ORCA calculation (wB97M-V/def2-TZVPD) on a gas-phase ion, C22H35F5N3O5S (charge +1).

- multiplicity = 1
- charge = +1
- SMILES = [H]/N=C(/C)C[C@@]1(CCCC#C)O[C@@](S)(OC[C@H](C)O)[C@@H](CN)[N@H+](C(F)(F)C(F)(F)F)[C@@H]1CCCC(=O)O

Cartesian coordinates (Å):
H: -1.89 -0.16 2.37
N: -1.79 -0.91 3.07
C: -0.45 -1.00 3.31
C: 0.00 -2.12 4.48
C: 0.73 -0.06 2.59
C: 0.63 -0.13 0.91
C: 2.13 -0.02 0.26
C: 3.30 0.68 1.16
C: 4.59 1.22 0.29
C: 4.20 2.69 -0.33
C: 3.86 4.00 -0.77
O: 0.21 -1.50 0.73
C: -0.45 -1.85 -0.49
S: 0.67 -2.10 -2.02
O: -0.95 -3.25 -0.26
C: 0.08 -4.20 0.04
C: 0.10 -5.42 -1.10
C: 1.54 -5.57 -1.87
O: -0.90 -5.05 -2.12
C: -1.69 -0.84 -0.94
C: -3.05 -1.59 -0.41
N: -4.35 -0.83 -0.50
N: -1.53 0.61 -0.55
C: -1.83 1.48 -1.79
F: -3.11 1.02 -2.48
F: -2.31 2.87 -1.42
C: -0.76 1.43 -2.99
F: 0.62 1.07 -2.71
F: -0.73 2.80 -3.63
F: -1.23 0.52 -4.10
C: -0.44 1.04 0.36
C: 0.29 2.49 0.15
C: -0.51 3.70 0.99
C: -0.11 5.18 0.38
C: -1.37 5.96 -0.36
O: -1.12 6.98 -1.19
O: -2.77 5.60 -0.08
H: 1.00 -1.83 5.00
H: -0.88 -2.16 5.25
H: 0.03 -3.19 3.96
H: 0.68 1.07 2.96
H: 1.72 -0.57 2.99
H: 2.51 -1.14 0.04
H: 2.18 0.51 -0.80
H: 3.72 -0.15 1.91
H: 2.93 1.57 1.82
H: 4.99 0.46 -0.51
H: 5.47 1.40 1.07
H: 3.59 4.88 -1.52
H: -0.27 -2.37 -3.06
H: 1.17 -3.84 0.20
H: -0.23 -4.77 1.05
H: -0.12 -6.47 -0.58
H: 1.45 -6.54 -2.56
H: 1.81 -4.69 -2.59
H: 2.46 -5.77 -1.17
H: -0.41 -4.72 -2.95
H: -1.71 -1.02 -2.12
H: -3.23 -2.50 -1.16
H: -2.98 -1.96 0.73
H: -4.92 -1.20 -1.31
H: -4.91 -0.87 0.39
H: -2.44 0.81 -0.01
H: -0.98 1.29 1.40
H: 0.38 2.88 -0.94
H: 1.37 2.58 0.62
H: -1.67 3.50 1.03
H: -0.07 3.68 2.10
H: 0.20 5.86 1.30
H: 0.83 5.16 -0.33
H: -3.28 5.85 -0.92

These are the Löwdin partial charges, in e, on atoms 1 to 6: H -0.01; N 0.09; C -0.26; C -0.06; C -0.03; C -0.29


(3)
ORCA calculation (wB97M-V/def2-TZVPD) on a molecular structure, C22H35HfNO4P2.

- multiplicity = 1
- charge = +2
- energy above the lowest of the compared OMol25 structures with the same formula, charge and spin (kJ/mol) = 0.0

Cartesian coordinates (Å):
P: 0.46 -0.89 -1.26
P: -0.70 1.02 -3.41
C: -0.73 -1.56 -2.53
C: -0.55 -0.72 -3.82
H: -1.77 -1.56 -2.18
H: -0.48 -2.62 -2.72
H: 0.42 -0.95 -4.30
H: -1.35 -0.96 -4.54
C: -2.11 1.67 -4.36
H: -2.66 2.43 -3.79
H: -2.80 0.86 -4.64
H: -1.71 2.13 -5.26
C: 0.71 1.98 -4.07
H: 0.57 2.01 -5.17
H: 1.68 1.51 -3.85
H: 0.71 3.03 -3.72
C: -1.25 -4.34 -1.04
H: -1.41 -5.17 -0.32
H: -0.86 -4.81 -1.96
H: -2.22 -3.92 -1.33
C: 2.02 -1.34 -2.19
H: 2.61 -0.47 -2.53
H: 1.78 -1.95 -3.07
H: 2.65 -1.95 -1.52
Hf: 0.10 -2.96 -0.06
C: 0.93 3.21 1.13
C: -0.06 3.90 0.54
C: -0.40 4.08 -0.92
C: -1.45 3.10 -1.48
C: -0.99 1.63 -1.72
C: 0.21 1.17 -0.89
C: 1.57 1.85 -0.93
C: 1.94 2.28 0.50
C: 2.10 -3.74 0.19
H: 1.06 3.32 2.21
H: -0.69 4.51 1.19
H: 0.47 4.12 -1.58
H: -0.87 5.08 -0.98
H: -2.31 3.06 -0.79
H: -1.85 3.53 -2.41
H: -1.85 1.02 -1.40
H: -0.11 1.00 0.16
H: 1.61 2.69 -1.63
H: 2.36 1.15 -1.27
H: 1.95 1.36 1.13
H: 2.95 2.70 0.53
H: 2.89 -2.97 0.29
H: 2.38 -4.38 -0.67
H: 2.17 -4.36 1.11
O: -0.11 -1.31 1.51
C: -0.46 -2.17 2.41
O: -0.55 -3.41 2.02
C: -0.57 -1.74 3.81
C: 0.07 -2.49 4.81
C: 0.16 -1.99 6.10
C: -0.44 -0.75 6.41
C: -1.15 -0.04 5.42
C: -1.19 -0.51 4.10
N: -0.31 -0.25 7.73
O: 0.38 -0.92 8.54
O: -0.84 0.84 8.02
H: 0.56 -3.43 4.57
H: 0.67 -2.53 6.90
H: -1.66 0.89 5.69
H: -1.68 0.05 3.31

These are the natural (NBO) partial charges, in e, on atoms 1 to 6: P 0.61; P 1.58; C -0.72; C -0.75; H 0.27; H 0.29


Here are the calculated HOMO level numbers, same order: -10.1846, -11.9758, -14.6102 (eV).
Here are the calculated gap between HOMO and LUMO numbers, same order: 7.62, 8.21, 8.23 (eV).
Here are the calculated max |F| numbers, same order: 0.00379, 0.19459, 0.10122 (hartree/bohr).